<one>
C7H14O2 | ωB97M-V/def2-TZVPD

The geometry in ORCA input format:
```
! RIJCOSX wB97M-V def2-TZVPD def2/J DEFGRID3
* xyz 0 1
C 0.18 0.96 -0.13
C -0.81 -0.11 0.05
C 1.24 -0.39 0.77
C 0.15 -1.28 0.18
C -1.78 0.05 1.20
C -1.81 -0.06 -1.43
C 2.65 -0.53 0.27
O -0.12 2.15 0.49
O 0.91 1.20 -1.26
H 0.56 2.80 0.29
H 0.45 0.92 -2.07
H 1.18 -0.28 1.85
H -0.23 -2.08 0.82
H 0.43 -1.71 -0.79
H -1.26 0.04 2.15
H -2.32 0.99 1.13
H -2.50 -0.77 1.18
H -1.19 -0.11 -2.32
H -2.40 -0.97 -1.39
H -2.43 0.83 -1.41
H 3.26 -1.08 1.00
H 3.13 0.44 0.12
H 2.72 -1.03 -0.70
*
```

Properties
Molar mass: 130.19 g mol⁻¹
E_HOMO: -0.284 hartree
Frontier orbital gap: 8.504 eV


<two>
C7H14O2 | ωB97M-V/def2-TZVPD

The geometry in ORCA input format:
```
! RIJCOSX wB97M-V def2-TZVPD def2/J DEFGRID3
* xyz 0 1
C 0.12 -0.43 0.14
C 0.85 0.18 1.47
C 1.15 -1.18 -0.70
C -0.94 -1.40 0.67
C -1.76 0.37 -1.44
C -0.45 0.71 -0.65
C 0.13 1.89 -0.82
O 2.04 0.87 1.20
O 0.01 1.01 2.20
H -0.13 1.81 1.68
H 2.76 0.24 1.08
H 1.06 -0.68 2.13
H 0.65 -1.71 -1.51
H 1.67 -1.93 -0.09
H 1.88 -0.50 -1.13
H -0.45 -2.16 1.29
H -1.66 -0.88 1.30
H -1.46 -1.90 -0.14
H -1.96 1.17 -2.14
H -1.67 -0.55 -2.00
H -2.59 0.29 -0.74
H -0.33 2.64 -1.44
H 1.07 2.15 -0.36
*
```

Properties
Molar mass: 130.19 g mol⁻¹
E_HOMO: -0.347 hartree
Frontier orbital gap: 10.193 eV
SMILES string: C=C(C)C(C)(C)C(O)O


<two> takes first place; second place is 1.517 eV up.


<one>
CH2FN2OS | ωB97M-V/def2-TZVPD

The geometry in ORCA input format:
```
! RIJCOSX wB97M-V def2-TZVPD def2/J DEFGRID3
* xyz -1 1
C 1.03 0.05 -0.22
N -0.01 0.46 -0.87
N -1.44 -0.31 -0.01
O -1.05 -0.98 0.94
F 1.65 1.21 0.74
S -2.93 0.12 -0.40
H 2.03 0.01 -0.84
H 0.73 -0.57 0.66
*
```

Properties
Molar mass: 109.10 g mol⁻¹
E_HOMO (alpha / beta): -0.158 / -0.158 hartree
Frontier orbital gap (alpha / beta): 7.889 / 7.889 eV


<two>
CH2FN2OS | ωB97M-V/def2-TZVPD

The geometry in ORCA input format:
```
! RIJCOSX wB97M-V def2-TZVPD def2/J DEFGRID3
* xyz -1 1
C -0.96 0.27 0.17
N 0.32 0.62 -0.27
N 1.17 -0.36 -0.17
O 0.94 -1.42 0.37
F -1.87 1.28 -0.13
S 2.69 0.01 -0.78
H -0.93 0.13 1.26
H -1.36 -0.52 -0.45
*
```

Properties
Molar mass: 109.10 g mol⁻¹
E_HOMO: -0.127 hartree
Frontier orbital gap: 7.649 eV
SMILES string: [O-]/[N+]([S-])=N\CF


<two> takes first place; second place is 2.039 eV up.


<one>
H2O5P2 | ωB97M-V/def2-TZVPD

The geometry in ORCA input format:
```
! RIJCOSX wB97M-V def2-TZVPD def2/J DEFGRID3
* xyz -2 1
O -2.95 -3.67 -2.49
O -2.66 -5.36 -0.65
O 1.77 2.09 0.11
O 0.61 2.01 2.71
O 2.87 3.50 -1.65
P 2.78 2.16 -0.96
P -3.54 -4.41 -1.31
H 1.05 2.40 1.96
H 0.06 1.27 2.28
*
```

Properties
Molar mass: 143.96 g mol⁻¹
E_HOMO: -0.076 hartree
Frontier orbital gap: 8.106 eV


<two>
H2O5P2 | ωB97M-V/def2-TZVPD

The geometry in ORCA input format:
```
! RIJCOSX wB97M-V def2-TZVPD def2/J DEFGRID3
* xyz -2 1
O 1.94 0.16 0.56
O 1.27 -1.90 -0.96
O 0.37 0.41 -1.38
O -0.71 1.31 1.07
O -2.21 -0.51 0.09
P -1.10 -0.48 1.05
P 0.86 -0.63 -0.17
H 0.26 1.23 0.97
H -0.68 0.40 -1.23
*
```

Properties
Molar mass: 143.96 g mol⁻¹
E_HOMO: 0.035 hartree
Frontier orbital gap: 6.337 eV
SMILES string: O=P(O)=P([O-])([O-])O


<one> takes first place; second place is 1.830 eV up.